(1)
The following is a DFT calculation (the ωB97M-V functional and the def2-TZVPD basis) of a cluster of 9 separate species, C51H102BrFIN2O13PS2 in total in a non-equilibrium geometry.

Last column: Mulliken charge in e.
Element x y z (Å)
1 I 4.38954 7.10301 -4.37503  0.08
2 Br 3.64160 1.45555 -5.72919  -0.28
3 S -2.12386 3.53625 0.08553  -0.05
4 S 2.08310 3.83978 -3.90801  -0.26
5 P 3.12015 6.25009 1.37197  0.91
6 F 8.49238 7.12969 -0.98158  -0.41
7 O -0.75746 -2.69855 -8.15521  -0.50
8 O 4.70778 5.62791 1.10198  -0.47
9 O -2.06879 -4.83480 4.16072  -0.49
10 O 2.80862 5.89324 2.85376  -0.70
11 O 3.04071 7.93647 1.23178  -0.52
12 O -2.95133 0.65340 3.54963  -0.33
13 O -1.85660 -2.34953 -4.45568  -0.54
14 O 0.59489 -0.83599 -0.30953  -0.38
15 O 1.48485 -1.07754 4.21509  -0.41
16 O -1.70683 5.02859 4.52735  -0.56
17 O 2.94170 -5.88493 -3.85162  -0.49
18 O -9.79470 -3.94747 6.57083  -0.48
19 O -6.81756 -0.73752 5.79370  -0.40
20 N 6.97160 1.33102 -4.99487  -0.62
21 N 3.82093 5.51890 -1.72494  1.67
22 C 2.49040 5.05007 -1.30550  -1.50
23 C -7.30557 -1.78106 7.90582  -1.08
24 C 4.55989 4.54110 -2.54195  -1.84
25 C -4.92978 -0.07176 2.38842  -1.34
26 C -10.55889 -4.38567 7.69305  0.48
27 C 1.63020 -3.44581 4.60438  -1.21
28 C 3.80230 6.90629 -2.28785  -0.94
29 C -1.26345 -3.59343 -4.08672  0.49
30 C -0.74828 0.41878 -2.03335  0.02
31 C 4.66992 7.98562 -1.44700  0.74
32 C -11.79594 -3.51268 7.83437  -1.24
33 C 1.13282 -4.13269 -8.55522  -1.13
34 C 8.15588 6.06628 -1.93002  0.40
35 C -5.06834 1.38658 4.42726  -1.35
36 C 3.59626 -6.67534 -4.84007  0.38
37 C 3.87037 9.37679 -1.37588  -1.27
38 C 1.50481 -0.62335 0.80604  -0.33
39 C 6.95456 5.20525 -1.31185  -0.31
40 C 0.24719 0.49827 -0.77158  0.16
41 C 4.83440 -7.32057 -4.23757  -1.32
42 C 3.95110 -5.79747 -6.02922  -0.98
43 C -0.10726 -3.48651 -9.15201  0.30
44 C 0.24274 -3.51207 -4.27657  -0.81
45 C -1.86765 -4.70889 -4.92518  -1.30
46 C -1.26220 -5.08549 1.90825  -0.94
47 C -1.89841 -5.77717 3.10377  0.43
48 C -10.93147 -5.84852 7.51089  -1.40
49 C -6.10277 -3.01719 6.08111  -1.06
50 C -3.24682 -6.38008 2.74202  -1.34
51 C 6.20837 2.34777 -4.25752  0.88
52 C 3.91581 3.60548 -3.63029  0.69
53 C -0.07638 5.18920 2.06090  -0.68
54 C 1.97235 5.34253 0.16014  0.42
55 C -0.78846 2.97477 -2.88969  -1.39
56 C -0.07870 3.85988 2.97654  0.28
57 C 1.95019 -1.78966 6.46530  -1.34
58 C -0.24567 1.48552 -3.15793  -0.32
59 C 0.24399 -2.60727 -10.34184  -1.36
60 C 6.11644 4.34819 -2.36120  0.20
61 C 1.49693 4.25635 -2.20637  1.27
62 C 0.53335 4.88689 0.60209  -0.68
63 C 4.68965 2.55188 -4.44870  -0.18
64 C -0.42835 4.09411 -0.36479  0.34
65 C 0.08830 3.77162 -1.78859  -0.10
66 C 7.84090 6.79179 -3.32021  -1.09
67 C 6.90472 3.27125 -3.19072  0.64
68 C -1.52721 3.82094 3.70776  -0.53
69 C -6.32162 -1.67048 6.75252  0.48
70 C 8.48883 3.00501 -3.00234  -1.78
71 C 2.15687 -2.07144 4.98533  0.38
72 C -4.31154 0.26464 3.73616  0.86
73 H 0.88572 -1.80551 6.72062  0.32
74 H -7.46258 -0.80444 8.37219  0.35
75 H -6.94493 -2.47809 8.66693  0.41
76 H -5.70632 -3.75093 6.78760  0.40
77 H -8.28312 -2.12441 7.55280  -0.03
78 H 0.72958 -3.18667 -11.13128  0.38
79 H -0.27832 1.10132 0.05138  -0.15
80 H -2.65720 -4.13596 3.84483  0.30
81 H 1.23294 1.05043 -0.99941  0.22
82 H 0.86637 -4.75192 -7.69407  0.22
83 H -2.97494 4.14207 -0.85836  0.16
84 H -0.14145 -2.00893 -7.87300  0.35
85 H 0.90777 1.42010 -3.13243  0.24
86 H -11.50470 -6.21923 8.36449  0.38
87 H 9.05295 3.82605 -3.56932  0.27
88 H 1.23421 0.29008 1.45092  0.11
89 H -1.68958 -4.53543 -5.99159  0.19
90 H 5.34950 -7.94725 -4.97031  0.37
91 H 4.43964 -6.37753 -6.81658  0.40
92 H 3.05252 -5.33222 -6.44351  0.07
93 H 1.83280 -3.37216 -8.19359  0.34
94 H -11.52651 -5.98963 6.60277  0.35
95 H -0.70267 3.57320 -3.87698  0.33
96 H -12.42090 -3.57309 6.93740  0.33
97 H 5.04830 7.60238 -0.44362  0.30
98 H 0.54144 -1.12773 4.42146  0.28
99 H 1.52429 -1.55935 1.46749  -0.01
100 H 6.27178 5.92556 -0.75272  -0.45
101 H 2.46825 -2.52722 7.08393  0.38
102 H -1.23199 -6.56220 3.47190  0.28
103 H -4.36913 -0.87222 1.89752  0.30
104 H -1.44477 -5.67996 -4.65399  0.40
105 H 6.40587 1.03201 -5.80064  0.24
106 H 2.89309 -7.45219 -5.15297  0.26
107 H -7.03935 -3.40284 5.66591  0.18
108 H -2.50025 5.48211 4.17535  0.33
109 H -2.95174 -4.74857 -4.78767  0.32
110 H 9.13005 5.46512 -2.08300  0.25
111 H -2.38662 3.84287 2.94197  0.14
112 H 2.32237 -0.79424 6.72221  0.33
113 H -10.03366 -6.46233 7.39929  0.34
114 H 1.77485 -3.62980 3.53602  0.26
115 H -10.34397 -4.04146 5.78099  0.31
116 H -0.81184 -4.26229 -9.46403  0.28
117 H 2.13829 -4.23356 5.16694  0.42
118 H -3.69745 -6.86340 3.61312  0.32
119 H -0.53353 1.14297 -4.22457  0.25
120 H 4.21725 9.92414 -0.42351  0.30
121 H -1.89216 -4.26457 1.55061  0.28
122 H 3.55413 -5.19299 -3.56769  0.33
123 H -5.40218 -2.92094 5.24658  0.21
124 H -1.66061 -2.19095 -5.38936  0.33
125 H 3.31012 8.30338 2.11155  0.32
126 H -9.92779 -4.27476 8.57924  0.25
127 H 5.61031 8.19522 -2.08801  -0.40
128 H 1.64615 -4.75793 -9.29041  0.42
129 H -4.60672 1.62566 5.38925  0.30
130 H 4.61938 -4.98353 -5.72965  0.32
131 H -3.94580 -5.60406 2.41337  0.33
132 H 8.79396 1.94700 -3.29175  0.45
133 H -4.89915 0.79350 1.71790  0.30
134 H -1.79130 0.70577 -1.66890  0.33
135 H -6.10989 1.11106 4.59877  0.34
136 H 8.86543 6.97246 -3.83022  0.34
137 H 7.42680 4.52443 -0.50300  0.50
138 H -5.36682 -1.28312 7.11948  0.27
139 H -0.65508 -2.14061 -10.75304  0.33
140 H -1.10288 -5.78673 1.08496  0.39
141 H 0.79043 3.78955 3.70738  0.35
142 H -1.91427 3.00191 -2.63495  0.35
143 H -1.49181 -3.76228 -3.03062  0.30
144 H -5.04297 2.30345 3.82771  0.38
145 H -3.14712 -7.12031 1.94389  0.38
146 H 8.69154 3.21211 -1.88221  0.34
147 H 3.98798 10.02257 -2.31723  0.33
148 H -4.31136 -0.62439 4.37266  0.02
149 H 4.56500 -7.93833 -3.37674  0.32
150 H 0.91400 -1.79469 -10.04246  0.33
151 H 3.22162 -2.00555 4.74423  0.30
152 H 2.73355 9.20782 -1.24275  0.28
153 H -2.94060 1.43977 2.98738  0.08
154 H 7.42055 7.84127 -3.12135  0.35
155 H 7.85248 1.77365 -5.28665  0.25
156 H 2.70708 7.27413 -2.22214  0.76
157 H -5.96955 -0.39025 2.49981  0.38
158 H 0.49386 -3.29765 -5.32107  0.05
159 H 0.55444 -3.51871 4.79507  0.28
160 H -0.70709 -0.60853 -2.53516  -0.17
161 H 2.54512 -0.41019 0.36611  0.30
162 H -11.51369 -2.46305 7.95313  0.32
163 H -0.09517 2.96600 2.24264  -0.26
164 H 5.53375 -6.56015 -3.87525  0.35
165 H 0.36513 6.10976 2.56249  0.38
166 H -0.29976 -4.64725 2.18569  0.07
167 H 0.66208 -2.69880 -3.67711  0.25
168 H -1.19083 5.43983 1.86978  0.41
169 H 0.72871 -4.44710 -3.98612  0.34
170 H -1.68090 2.88802 4.34568  0.34
171 H 4.81167 4.79274 1.62628  0.30
172 H -7.66263 -1.07135 5.46296  0.30
173 H -12.39502 -3.81349 8.69764  0.38
174 H 7.23012 6.17772 -4.05827  0.07

2S+1	1
LUMO level	-0.38	eV
HOMO energy	-7.95	eV
charge	0
Kohn-Sham gap	7.571	eV

=====

(2)
The following is a DFT calculation (the ωB97M-V functional and the def2-TZVPD basis) of a cluster of 13 separate species, C51H104Cl4F4N13O8S4 in total in a non-equilibrium geometry.

Last column: Mulliken charge in e.
Element x y z (Å)
1 Cl 6.06275 -3.30983 2.43578  -0.99
2 Cl -0.90892 2.13983 -5.90794  -0.99
3 Cl 2.66210 8.45610 -0.46746  -0.99
4 Cl 7.65722 -0.56256 -3.69945  -0.98
5 S -0.71397 -6.93388 -1.68657  0.99
6 S -1.90402 -7.95049 0.01965  1.08
7 S 0.82595 2.29558 8.09941  1.12
8 S -1.16062 2.00277 6.96667  1.08
9 F 1.60067 1.53582 9.30094  -0.30
10 F -1.68968 -9.37919 0.67466  -0.25
11 F -0.13216 -7.38885 -3.10590  -0.34
12 F -1.83121 0.76295 6.06977  -0.35
13 O -3.34437 -7.73307 -0.11033  -0.55
14 O 0.47022 -6.23116 -1.17770  -0.61
15 O 1.88248 2.44724 7.15316  -0.54
16 O -0.53040 2.82463 5.96327  -0.47
17 O -1.80300 -6.14848 -2.19182  -0.56
18 O -2.31133 2.47654 7.71362  -0.61
19 O 0.39623 3.48616 8.77889  -0.57
20 O -1.31475 -7.01405 0.98097  -0.58
21 N 4.20633 4.98660 -8.02019  0.23
22 N 2.34322 1.66453 -0.03812  0.24
23 N -1.48046 -5.75819 7.40478  0.16
24 N -0.26519 1.00041 7.78176  -0.34
25 N -0.92588 -8.31521 -1.29525  -0.18
26 N -5.04176 5.50080 -1.98202  0.19
27 N 4.92374 5.44165 -10.14468  0.13
28 N -7.16842 -7.82294 -4.67378  0.31
29 N 4.87571 8.78140 6.15550  0.26
30 N -0.28795 -7.43214 8.30558  0.19
31 N 4.73512 -6.56419 -4.77664  0.21
32 N 3.84325 -4.63198 -5.51642  0.12
33 N -6.73490 6.74549 -2.76966  0.08
34 C -7.22067 -5.38489 -3.63957  -0.64
35 C 0.58653 -0.22543 -0.30322  -0.59
36 C -7.95233 7.56372 -2.74775  -0.82
37 C -4.04496 4.91876 -1.12792  -0.34
38 C -0.34724 -0.12274 0.90055  -0.21
39 C 0.62943 -6.43686 7.92583  -0.37
40 C -6.81659 -10.04474 -3.55382  -0.54
41 C -7.72532 -7.30649 -6.05991  -1.07
42 C -1.51715 -7.01864 7.90082  -0.11
43 C 4.07954 5.09840 -6.62431  -0.23
44 C 5.38317 -7.55388 -3.96398  -0.35
45 C -6.09514 6.13187 -3.88003  -0.43
46 C 2.09240 0.11897 -0.14852  -0.88
47 C 3.45157 8.56391 5.58111  -0.92
48 C 3.65695 4.07718 -8.88553  -0.49
49 C 1.91746 2.46180 -1.27862  -0.95
50 C 4.85516 -9.04651 -4.35932  -1.12
51 C -7.77361 -9.22826 -4.50187  -0.57
52 C -5.66701 -8.06502 -4.66998  -0.46
53 C 4.51288 -5.20701 -4.44799  -0.31
54 C -5.20497 5.22174 -3.35373  -0.40
55 C 0.10054 -8.71941 8.93416  -0.40
56 C 4.96862 6.20336 -5.98479  -1.46
57 C 4.94891 9.50196 7.57722  -0.42
58 C 2.36442 7.77851 6.41544  -0.71
59 C 3.42881 -3.23943 -5.55587  -0.83
60 C 2.92623 3.38046 1.77725  -0.43
61 C 0.80464 7.74673 4.45903  -1.35
62 C -1.86891 -0.46390 0.68333  -1.40
63 C 5.53414 6.14650 -11.27433  -0.82
64 C 6.53490 7.60922 7.37597  -0.74
65 C 5.00420 5.72984 -8.80825  -0.32
66 C 3.81939 1.92780 0.09421  -0.80
67 C -0.39707 -8.65640 10.35357  -1.06
68 C 0.94243 8.02934 5.96067  -0.54
69 C -5.48195 -9.45008 -3.97662  -0.58
70 C -0.17739 -5.44642 7.34359  -0.43
71 C 4.30053 -6.72637 -6.07643  -0.24
72 C 3.98745 4.40628 -10.22939  -0.33
73 C -2.63208 -5.09011 6.96768  -0.82
74 C -7.48742 -4.40560 -2.41941  -0.56
75 C 5.95618 8.55606 8.43392  -0.57
76 C -7.63655 -6.87908 -3.54236  -0.94
77 C 3.76074 -5.55352 -6.56204  -0.42
78 C -8.94322 -4.45727 -1.97293  -1.17
79 C 4.05883 3.27610 0.85562  -0.76
80 C -4.37567 4.91916 0.45656  -1.26
81 C -6.10976 6.36621 -1.63453  -0.07
82 C 5.44521 7.33171 6.38162  -0.58
83 C 5.79941 9.43373 5.08401  -1.08
84 C 1.86901 2.30797 1.25547  -0.67
85 H -2.62641 -0.13798 1.39613  0.40
86 H -0.39549 -9.54693 8.42695  0.28
87 H -7.08975 -3.42574 -2.68370  0.39
88 H 2.67807 -3.14241 -4.77161  0.31
89 H -4.48484 4.54585 -3.79078  0.53
90 H -7.17777 -7.33091 -2.66288  0.49
91 H 3.25889 -5.33000 -7.49188  0.41
92 H -3.20834 5.61349 -1.20220  0.29
93 H 2.70593 6.75291 6.27530  0.41
94 H -2.86955 -4.26296 7.63665  0.36
95 H -8.81082 -7.31513 -6.15856  0.32
96 H -8.20982 7.90455 -1.74494  0.29
97 H -9.26367 -3.64455 -1.32106  0.34
98 H 1.17741 -8.87589 8.87137  0.31
99 H 4.84123 -4.64866 -3.58379  0.44
100 H 4.22402 4.09526 -6.22315  0.43
101 H -7.23874 -6.37112 -6.33637  0.35
102 H -2.08277 -0.29802 -0.37253  0.34
103 H -6.88095 -4.72380 -1.57144  0.33
104 H 4.02500 4.23331 0.33532  0.39
105 H -9.63415 -4.57413 -2.80783  0.30
106 H -8.64804 6.84023 -3.17279  0.38
107 H 0.07346 -7.86194 10.93283  0.31
108 H 6.89242 6.68513 7.83021  0.46
109 H -2.04470 -1.52405 0.86570  0.34
110 H 3.12389 3.10492 2.81316  0.32
111 H 0.55361 9.02193 6.18799  0.35
112 H 3.80768 4.06610 -11.23853  0.42
113 H -7.29473 -8.10494 -6.66420  0.57
114 H -3.70563 4.33246 1.08500  0.38
115 H -7.78680 -9.76492 -5.45052  0.44
116 H 3.48599 8.55196 4.49172  0.67
117 H 6.67297 9.75768 5.64974  0.41
118 H 4.30727 -2.65108 -5.29085  0.40
119 H 1.68201 -6.55482 8.13697  0.42
120 H 0.37140 7.22528 6.42490  0.38
121 H -8.70856 -7.03732 -3.42463  0.45
122 H -4.60365 5.93698 0.77308  0.32
123 H -0.36180 0.93316 1.17066  0.13
124 H 1.20592 8.58165 3.88461  0.40
125 H -8.00826 -5.07864 -4.32806  0.34
126 H 2.60618 -0.39732 -0.95944  0.43
127 H 2.98952 3.32355 -8.49439  0.50
128 H -2.55834 -4.85417 5.90608  0.38
129 H 2.51023 7.97753 7.47714  0.37
130 H 2.45313 3.40936 -1.33614  0.40
131 H 3.11380 -2.98320 -6.56742  0.29
132 H 4.52742 7.15567 -6.27900  0.43
133 H -8.71416 -9.05682 -3.97833  0.29
134 H -9.10283 -5.35580 -1.37689  0.29
135 H 5.31862 10.39857 4.92272  0.41
136 H -4.77840 -9.36200 -3.14876  0.33
137 H -7.02871 -9.92859 -2.49098  0.36
138 H 1.67692 1.46070 1.91374  0.49
139 H 3.06987 5.32811 -6.28385  0.32
140 H 0.16073 0.34679 -1.12746  0.34
141 H -5.33334 4.39963 0.48881  0.39
142 H 5.28329 -7.17432 -2.94710  0.39
143 H 5.05679 -9.40753 -5.36783  0.32
144 H 1.94321 1.84382 -2.17614  0.31
145 H -6.87215 -11.04668 -3.97940  0.31
146 H 4.30281 -7.65955 -6.62009  0.31
147 H 5.78529 6.85701 5.46124  0.34
148 H -1.46964 -8.47751 10.27801  0.32
149 H 1.33025 6.89466 4.02799  0.37
150 H 0.07740 -0.60906 1.77877  0.40
151 H 4.15520 1.07680 0.68679  0.49
152 H -0.20560 -9.56289 10.92777  0.37
153 H 4.79043 6.68417 6.96477  0.34
154 H 6.58582 5.86023 -11.26259  0.35
155 H -3.45471 -5.79884 7.06288  0.28
156 H 5.95246 8.93819 4.12531  0.36
157 H -7.76524 8.29857 -3.53074  0.32
158 H 3.24022 9.63259 5.61812  0.45
159 H 5.24644 5.98152 -12.31265  0.32
160 H 7.40576 8.09419 6.93495  0.29
161 H 2.63830 4.43113 1.81318  0.26
162 H -6.16365 -5.33356 -3.90067  0.35
163 H 3.97833 9.40829 8.06435  0.24
164 H 6.05597 6.20845 -6.06042  0.39
165 H -3.82018 3.87360 -1.34049  0.45
166 H 6.46297 -7.46702 -4.08475  0.33
167 H 0.42989 -1.25954 -0.61011  0.43
168 H -6.35513 6.30197 -4.91438  0.41
169 H 6.66365 9.11212 9.04905  0.33
170 H 0.93858 2.80479 0.98056  0.22
171 H 5.59524 6.54434 -8.41624  0.43
172 H -6.31514 6.73952 -0.64212  0.30
173 H -2.39777 -7.60174 8.12646  0.30
174 H 3.78728 -8.88695 -4.21006  0.36
175 H -5.40393 -8.30005 -5.70131  0.29
176 H -4.96206 -10.12062 -4.66088  0.34
177 H 4.41318 1.89495 -0.81926  0.46
178 H 0.88796 2.72000 -1.03049  0.37
179 H 5.39295 7.22385 -11.18783  0.33
180 H 2.52306 -0.24260 0.78524  0.55
181 H 5.14248 10.57140 7.49398  0.38
182 H 4.76142 6.21527 -4.91473  0.38
183 H -5.12710 -7.20632 -4.27095  0.32
184 H 5.05612 3.27677 1.29555  0.36
185 H -0.26208 7.81145 4.24450  0.35
186 H 5.37163 7.86309 9.03905  0.33
187 H 0.06268 -4.46532 6.96121  0.50
188 H 5.21404 -9.83301 -3.69545  0.35

2S+1	1
LUMO level	-2.12	eV
HOMO energy	-5.42	eV
charge	+1
Kohn-Sham gap	3.300	eV

=====

Among the records above, which one has the highest charge? C51H104Cl4F4N13O8S4